No. 1
Formula: C41H29ClF3MgN5P
Source: OMol25
Level of theory: ωB97M-V/def2-TZVPD

Element x y z (Å)
Mg: -0.19 -0.42 -1.38
N: -4.15 -2.34 0.51
C: -2.95 -2.46 -0.03
N: -2.39 -1.51 -0.73
C: -3.22 -0.45 -1.16
N: -2.90 0.20 -2.45
N: -1.68 -0.26 -2.91
C: -1.61 -0.97 -4.01
C: -0.46 -1.90 -4.06
C: -0.29 -2.75 -5.19
C: 0.68 -3.70 -5.15
C: 1.65 -3.63 -4.12
C: 1.48 -2.72 -3.12
N: 0.46 -1.80 -3.07
C: -4.57 -0.35 -0.65
C: -5.46 0.64 -1.12
C: -6.69 0.77 -0.51
C: -7.15 -0.14 0.41
C: -6.34 -1.25 0.70
C: -5.05 -1.32 0.20
H: -4.48 -3.12 1.10
H: -2.40 -3.36 0.25
H: -2.36 -0.96 -4.80
H: -1.02 -2.68 -5.99
H: 0.57 -4.54 -5.84
H: 2.52 -4.28 -4.12
H: 2.12 -2.71 -2.23
H: -5.14 1.30 -1.91
H: -7.32 1.64 -0.68
H: -8.08 -0.03 0.98
H: -6.76 -2.04 1.34
Cl: 1.80 1.16 -2.24
C: 3.20 1.23 -1.04
C: 4.27 2.05 -1.42
C: 5.51 1.96 -0.73
C: 5.66 1.00 0.25
C: 4.60 0.18 0.60
C: 3.34 0.31 0.00
P: 1.85 -0.60 0.51
C: 1.45 0.08 2.15
C: 2.25 -0.32 3.24
C: 2.09 0.24 4.51
C: 1.05 1.11 4.72
C: 0.22 1.49 3.66
C: 0.36 0.92 2.40
C: 2.49 -2.28 0.86
C: 1.85 -3.09 1.84
C: 2.31 -4.37 2.05
C: 3.35 -4.88 1.30
C: 3.96 -4.14 0.31
C: 3.51 -2.81 0.07
H: 4.13 2.78 -2.25
H: 6.30 2.66 -0.93
H: 6.61 0.83 0.75
H: 4.70 -0.57 1.35
H: 3.07 -1.02 3.10
H: 2.77 -0.05 5.34
H: 0.89 1.63 5.67
H: -0.46 2.32 3.81
H: -0.34 1.22 1.63
H: 1.06 -2.72 2.49
H: 1.75 -5.05 2.74
H: 3.77 -5.89 1.48
H: 4.74 -4.51 -0.33
H: 4.03 -2.17 -0.62
F: -0.67 7.07 2.64
C: -0.10 5.83 2.51
F: 1.24 6.01 2.38
F: -0.34 5.23 3.73
C: -0.60 5.05 1.35
C: -1.92 4.59 1.34
C: -2.38 3.68 0.42
C: -1.47 3.03 -0.41
C: -0.24 3.67 -0.61
C: 0.23 4.63 0.28
C: -1.66 1.71 -0.93
C: -2.61 0.90 -1.27
H: -2.60 5.02 2.07
H: -3.45 3.50 0.31
H: 0.35 3.50 -1.53
H: 1.26 5.01 0.17

Properties
Total charge: +1
LUMO level (alpha / beta) in eV: -3.10 / -4.23
Total energy in hartree: -3154.458420
Gap between HOMO and LUMO (alpha / beta) in eV: 5.586 / 3.054

No. 2
Formula: C82H192N8O18
Source: OMol25
Level of theory: ωB97M-V/def2-TZVPD

Element x y z (Å)
C: -5.10 -25.58 -19.82
C: -6.17 -24.74 -19.11
C: -5.50 -24.19 -17.84
C: -6.27 -23.12 -17.19
C: -6.60 -22.02 -18.18
C: -7.35 -22.53 -19.40
N: -6.50 -23.57 -20.00
O: -7.19 -24.05 -21.16
C: -8.75 -23.00 -19.09
C: -7.45 -21.32 -20.40
C: -7.28 -25.72 -18.78
H: -5.48 -26.09 -20.68
H: -4.66 -26.29 -19.10
H: -4.30 -24.88 -20.08
H: -5.39 -25.09 -17.19
H: -4.51 -23.83 -18.12
H: -5.68 -22.66 -16.39
H: -7.18 -23.46 -16.69
H: -5.67 -21.65 -18.63
H: -7.18 -21.17 -17.77
H: -9.43 -22.12 -19.09
H: -9.20 -23.62 -19.85
H: -8.88 -23.47 -18.11
H: -6.47 -20.99 -20.75
H: -8.10 -21.62 -21.23
H: -7.91 -20.50 -19.84
H: -7.74 -26.15 -19.68
H: -8.08 -25.30 -18.17
H: -6.82 -26.58 -18.30
H: -6.54 -23.82 -21.86
C: -4.41 -30.17 -6.28
C: -4.76 -29.62 -7.70
C: -4.19 -28.19 -7.82
C: -2.67 -28.15 -7.93
C: -2.24 -28.96 -9.06
C: -2.72 -30.40 -8.95
N: -4.15 -30.40 -8.84
O: -4.62 -31.74 -8.81
C: -2.42 -31.12 -10.31
C: -1.91 -31.11 -7.84
C: -6.26 -29.65 -7.92
H: -4.85 -31.17 -6.15
H: -4.90 -29.61 -5.46
H: -3.35 -30.11 -6.01
H: -4.69 -27.73 -8.67
H: -4.50 -27.60 -6.96
H: -2.25 -28.43 -6.96
H: -2.39 -27.09 -8.02
H: -1.14 -28.99 -9.13
H: -2.56 -28.49 -10.01
H: -3.11 -30.85 -11.13
H: -1.37 -31.00 -10.61
H: -2.50 -32.21 -10.16
H: -2.49 -31.98 -7.45
H: -0.93 -31.48 -8.16
H: -1.76 -30.48 -6.96
H: -6.83 -29.08 -7.20
H: -6.55 -30.71 -7.90
H: -6.61 -29.28 -8.92
H: -4.25 -32.26 -8.07
C: -5.87 -18.23 -10.56
C: -6.72 -17.66 -11.71
C: -5.87 -16.74 -12.59
C: -4.89 -17.43 -13.44
C: -5.62 -18.38 -14.34
C: -6.37 -19.43 -13.55
N: -7.28 -18.69 -12.60
O: -8.05 -19.70 -11.79
C: -7.29 -20.27 -14.48
C: -5.41 -20.35 -12.85
C: -7.90 -16.85 -11.16
H: -5.77 -17.48 -9.76
H: -4.89 -18.40 -10.93
H: -6.31 -19.10 -10.07
H: -6.57 -16.23 -13.27
H: -5.45 -16.01 -11.91
H: -4.08 -17.89 -12.85
H: -4.44 -16.67 -14.06
H: -4.95 -18.86 -15.07
H: -6.39 -17.83 -14.88
H: -6.58 -20.70 -15.17
H: -7.74 -21.04 -13.86
H: -8.00 -19.71 -15.09
H: -4.84 -20.98 -13.54
H: -4.70 -19.81 -12.22
H: -5.98 -21.03 -12.23
H: -7.51 -15.87 -10.82
H: -8.36 -17.42 -10.36
H: -8.66 -16.66 -11.90
H: -8.92 -19.67 -12.23
C: -12.47 -25.85 -6.85
C: -11.28 -26.71 -6.34
C: -11.29 -28.07 -6.98
C: -10.82 -28.01 -8.44
C: -9.42 -27.45 -8.50
C: -9.27 -26.05 -7.90
N: -9.91 -26.11 -6.55
O: -9.79 -24.85 -5.93
C: -7.73 -25.76 -7.71
C: -9.96 -25.00 -8.81
C: -11.40 -26.78 -4.80
H: -12.53 -25.80 -7.94
H: -12.34 -24.84 -6.50
H: -13.37 -26.22 -6.39
H: -10.65 -28.76 -6.42
H: -12.32 -28.39 -6.89
H: -11.45 -27.38 -9.06
H: -10.84 -29.00 -8.89
H: -9.02 -27.46 -9.52
H: -8.75 -28.13 -7.94
H: -7.22 -26.65 -7.30
H: -7.25 -25.48 -8.66
H: -7.58 -24.89 -7.04
H: -10.16 -24.13 -8.19
H: -9.28 -24.70 -9.60
H: -10.92 -25.32 -9.24
H: -11.54 -25.77 -4.38
H: -10.50 -27.25 -4.35
H: -12.27 -27.38 -4.50
H: -9.27 -25.10 -5.14
C: -6.82 -24.25 -13.48
C: -5.91 -25.04 -12.54
C: -6.78 -25.90 -11.68
C: -5.99 -26.86 -10.83
C: -5.13 -27.73 -11.66
C: -4.19 -26.93 -12.62
N: -5.08 -25.97 -13.32
O: -4.32 -25.29 -14.30
C: -2.97 -26.38 -11.77
C: -3.69 -27.95 -13.66
C: -5.15 -24.04 -11.70
H: -7.53 -23.69 -12.87
H: -7.34 -24.85 -14.21
H: -6.22 -23.55 -14.03
H: -7.49 -25.29 -11.12
H: -7.45 -26.52 -12.32
H: -6.60 -27.56 -10.25
H: -5.35 -26.38 -10.10
H: -5.77 -28.33 -12.28
H: -4.49 -28.32 -11.00
H: -3.30 -26.03 -10.78
H: -2.24 -27.18 -11.71
H: -2.35 -25.58 -12.18
H: -4.43 -28.67 -14.03
H: -3.30 -27.34 -14.49
H: -2.90 -28.52 -13.18
H: -4.55 -24.49 -10.93
H: -5.84 -23.29 -11.26
H: -4.47 -23.48 -12.34
H: -3.64 -24.73 -13.87
C: 2.89 -24.28 -8.58
C: 2.81 -25.68 -9.18
C: 1.87 -26.64 -8.34
C: 1.66 -27.99 -8.96
C: 1.05 -27.77 -10.34
C: 1.91 -26.85 -11.24
N: 2.20 -25.60 -10.49
O: 3.01 -24.71 -11.32
C: 3.16 -27.54 -11.84
C: 0.97 -26.48 -12.41
C: 4.24 -26.22 -9.19
H: 1.98 -23.73 -8.73
H: 3.70 -23.74 -9.09
H: 3.10 -24.27 -7.49
H: 2.39 -26.67 -7.38
H: 0.93 -26.04 -8.14
H: 0.96 -28.51 -8.26
H: 2.54 -28.65 -9.00
H: 0.09 -27.31 -10.12
H: 0.92 -28.70 -10.87
H: 2.88 -28.14 -12.73
H: 3.84 -26.76 -12.19
H: 3.67 -28.12 -11.08
H: 0.25 -25.72 -12.14
H: 1.49 -26.02 -13.21
H: 0.44 -27.30 -12.87
H: 4.81 -25.86 -8.35
H: 4.78 -25.98 -10.09
H: 4.25 -27.32 -9.30
H: 3.91 -25.02 -11.54
C: -13.63 -23.51 -12.10
C: -12.20 -23.65 -12.75
C: -11.74 -25.12 -12.59
C: -10.56 -25.46 -13.45
C: -10.79 -25.10 -14.93
C: -11.18 -23.61 -15.15
N: -12.36 -23.34 -14.21
O: -12.76 -21.97 -14.41
C: -10.04 -22.65 -15.02
C: -11.66 -23.42 -16.60
C: -11.23 -22.68 -12.04
H: -13.78 -22.45 -11.87
H: -13.75 -24.10 -11.18
H: -14.39 -23.84 -12.82
H: -11.56 -25.32 -11.55
H: -12.61 -25.71 -12.95
H: -10.35 -26.54 -13.45
H: -9.62 -24.94 -13.19
H: -11.68 -25.59 -15.32
H: -9.93 -25.35 -15.56
H: -9.30 -22.89 -14.25
H: -9.49 -22.59 -15.96
H: -10.43 -21.64 -14.87
H: -12.62 -23.90 -16.77
H: -11.75 -22.37 -16.86
H: -10.86 -23.85 -17.18
H: -11.38 -21.63 -12.36
H: -10.19 -22.91 -12.25
H: -11.45 -22.75 -10.98
H: -13.62 -22.05 -14.85
C: -10.56 -33.87 -12.26
C: -9.34 -33.23 -12.98
C: -9.65 -33.12 -14.53
C: -10.71 -32.09 -14.83
C: -10.24 -30.76 -14.33
C: -9.90 -30.73 -12.85
N: -8.90 -31.86 -12.59
O: -8.49 -31.84 -11.23
C: -9.20 -29.46 -12.56
C: -11.19 -30.75 -12.03
C: -8.12 -34.10 -12.76
H: -11.52 -33.47 -12.55
H: -10.44 -33.77 -11.16
H: -10.53 -34.95 -12.38
H: -8.71 -32.87 -15.02
H: -9.93 -34.11 -14.86
H: -11.69 -32.32 -14.36
H: -10.90 -32.02 -15.93
H: -10.98 -29.98 -14.54
H: -9.36 -30.49 -14.91
H: -9.06 -29.33 -11.47
H: -8.17 -29.49 -12.96
H: -9.77 -28.59 -12.93
H: -11.54 -29.72 -11.89
H: -11.98 -31.33 -12.44
H: -10.95 -31.07 -11.02
H: -7.31 -33.84 -13.46
H: -8.35 -35.19 -12.88
H: -7.82 -33.96 -11.72
H: -7.61 -31.45 -11.26
C: -0.82 -30.18 -13.61
O: 0.61 -30.18 -13.75
H: -1.29 -29.73 -14.52
H: -1.20 -31.22 -13.44
H: -1.11 -29.57 -12.75
H: 0.94 -31.06 -13.96
C: -7.54 -27.93 -15.48
O: -6.37 -27.09 -15.62
H: -8.06 -27.95 -16.44
H: -7.30 -28.99 -15.19
H: -8.30 -27.60 -14.72
H: -6.04 -26.82 -14.74
C: -3.75 -21.00 -8.80
O: -4.44 -22.12 -9.27
H: -3.84 -20.20 -9.56
H: -4.13 -20.63 -7.85
H: -2.70 -21.29 -8.68
H: -5.35 -21.91 -9.58
C: -2.29 -22.42 -14.85
O: -2.25 -23.18 -13.64
H: -2.53 -22.96 -15.75
H: -2.99 -21.55 -14.79
H: -1.28 -22.09 -15.00
H: -1.33 -23.14 -13.34
C: -1.26 -23.23 -10.13
O: -0.53 -23.31 -11.29
H: -1.46 -24.16 -9.59
H: -0.75 -22.57 -9.40
H: -2.23 -22.83 -10.43
H: 0.28 -23.82 -11.10
C: -5.45 -31.46 -12.47
O: -6.05 -30.94 -11.29
H: -4.70 -30.79 -12.94
H: -4.99 -32.44 -12.29
H: -6.19 -31.62 -13.23
H: -5.41 -30.91 -10.57
C: -0.56 -25.70 -15.43
O: 0.65 -26.02 -16.16
H: -0.38 -25.66 -14.35
H: -0.89 -24.73 -15.78
H: -1.30 -26.43 -15.69
H: 0.90 -26.93 -15.98
C: -7.97 -22.29 -9.76
O: -7.06 -21.26 -9.99
H: -8.94 -21.90 -9.51
H: -8.15 -22.94 -10.65
H: -7.66 -23.00 -9.02
H: -7.36 -20.72 -10.74
C: -3.38 -28.35 -17.72
O: -4.77 -28.37 -17.64
H: -2.91 -28.88 -16.87
H: -3.12 -28.85 -18.66
H: -3.02 -27.32 -17.70
H: -5.12 -27.94 -16.85
C: -4.61 -24.62 -7.05
O: -4.01 -24.81 -8.29
H: -5.50 -24.01 -7.03
H: -4.80 -25.57 -6.56
H: -3.85 -24.07 -6.43
H: -4.22 -23.93 -8.72

Properties
Total charge: 0
LUMO level in eV: 0.35
Total energy in hartree: -5031.460092
Gap between HOMO and LUMO in eV: 8.451

No. 3
Formula: C16H18B2N6O2Re
Source: OMol25
Level of theory: ωB97M-V/def2-TZVPD

Element x y z (Å)
C: 0.36 2.54 -0.38
N: 0.49 1.28 -0.89
N: 0.78 1.41 -2.27
C: 0.76 2.71 -2.58
C: 0.49 3.45 -1.42
B: 0.98 0.13 -3.13
N: 2.08 -0.74 -2.46
N: 1.97 -1.05 -1.09
C: 3.00 -1.92 -0.80
C: 3.74 -2.15 -1.97
C: 3.13 -1.40 -2.98
Re: 0.15 -0.57 -0.23
N: -0.36 -0.66 -3.04
N: -0.89 -1.05 -1.77
C: -2.03 -1.79 -2.02
C: -2.22 -1.85 -3.39
C: -1.16 -1.14 -3.99
H: -2.59 -2.20 -1.19
H: -0.94 -0.94 -5.02
H: -3.02 -2.35 -3.91
H: 1.26 0.40 -4.26
H: 3.36 -1.28 -4.02
H: 0.93 3.01 -3.60
H: 4.59 -2.79 -2.07
H: 0.40 4.52 -1.35
H: 3.11 -2.31 0.20
H: 0.15 2.67 0.67
H: -0.16 -2.37 0.35
C: 0.56 -2.67 1.19
H: 1.12 -3.55 0.82
H: 1.30 -1.97 1.58
H: -0.09 -2.92 2.05
O: -0.65 -0.50 2.81
B: -0.71 0.13 1.50
O: -1.41 1.39 1.64
C: -1.69 1.51 2.96
C: -2.18 2.62 3.63
C: -2.24 2.56 5.02
C: -1.83 1.43 5.72
C: -1.33 0.31 5.04
C: -1.25 0.37 3.66
H: -2.48 3.50 3.06
H: -2.62 3.43 5.57
H: -1.90 1.39 6.80
H: -0.99 -0.59 5.55

Properties
2S+1: 4
Total charge: +4
LUMO level (alpha / beta) in eV: -16.69 / -16.70
Total energy in hartree: -1225.831358
Gap between HOMO and LUMO (alpha / beta) in eV: 5.162 / 5.125

No. 4
Formula: C16H45BrN2O8
Source: OMol25
Level of theory: ωB97M-V/def2-TZVPD

Element x y z (Å)
N: -1.38 3.00 -0.60
C: -1.65 1.68 -1.15
C: -1.82 0.65 -0.02
C: -1.33 -0.71 -0.47
N: -1.25 -1.78 0.57
Br: -2.30 -1.50 2.09
C: 0.04 -2.23 0.92
O: 0.47 -2.35 2.03
O: 0.75 -2.64 -0.15
H: -1.16 3.66 -1.33
H: -0.58 2.96 0.03
H: -2.57 1.74 -1.72
H: -0.87 1.34 -1.85
H: -1.24 0.99 0.84
H: -2.87 0.61 0.26
H: -1.95 -1.09 -1.28
H: -0.33 -0.57 -0.88
H: 0.41 -2.28 -0.98
C: -2.82 -4.06 -4.36
C: -3.25 -3.04 -3.32
O: -2.59 -1.79 -3.50
H: -1.74 -4.22 -4.30
H: -3.32 -5.02 -4.20
H: -3.06 -3.71 -5.36
H: -2.99 -3.37 -2.31
H: -4.33 -2.90 -3.36
H: -2.81 -1.46 -4.38
C: 0.73 7.41 -1.09
C: 0.56 5.95 -1.45
O: -0.49 5.72 -2.39
H: -0.19 7.83 -0.69
H: 1.51 7.54 -0.34
H: 1.01 7.99 -1.97
H: 0.27 5.37 -0.57
H: 1.49 5.53 -1.83
H: -0.28 6.20 -3.20
C: 2.40 -3.90 4.86
C: 2.75 -2.43 5.01
O: 2.94 -1.80 3.75
H: 3.19 -4.42 4.31
H: 2.29 -4.37 5.84
H: 1.47 -4.02 4.31
H: 3.69 -2.31 5.54
H: 1.97 -1.92 5.58
H: 2.11 -1.89 3.26
C: -1.83 -2.67 -9.38
C: -2.06 -3.36 -8.06
O: -3.39 -3.20 -7.58
H: -2.06 -1.60 -9.30
H: -0.80 -2.78 -9.71
H: -2.47 -3.09 -10.16
H: -1.42 -2.93 -7.28
H: -1.81 -4.43 -8.13
H: -3.99 -3.59 -8.23
C: -0.60 9.28 3.91
C: -0.75 9.07 2.42
O: 0.47 9.26 1.71
H: -0.21 10.28 4.12
H: -1.55 9.16 4.43
H: 0.10 8.55 4.34
H: -1.44 9.80 2.00
H: -1.16 8.08 2.22
H: 1.11 8.62 2.05
C: 5.38 -5.92 6.43
C: 4.70 -7.10 7.10
O: 3.29 -6.94 7.18
H: 5.15 -5.00 6.97
H: 6.47 -6.05 6.41
H: 5.03 -5.80 5.41
H: 5.04 -7.21 8.13
H: 4.95 -8.03 6.57
H: 2.95 -6.84 6.28

Properties
Total charge: 0
LUMO level in eV: 0.36
SMILES: NCCCN(Br)C(=O)O.CCO.CCO.CCO.CCO.CCO.CCO
Total energy in hartree: -3921.970647
Gap between HOMO and LUMO in eV: 9.655

Max |F| / hartree/bohr: 0.05602, 0.05557, 0.12324, 0.01452